Molecular formula: C14H39CuN3O8P
Method: DFT, ωB97M-V with the def2-TZVPD basis set

Computed properties:
* HOMO level: 1.310 eV
* energy above the lowest of the compared OMol25 structures with the same formula, charge and spin: 6.882 eV
* M: 471.999 g/mol
* E: -89922.00720 eV
* total charge: -2
* HOMO-LUMO gap: 0.094 hartree

```
66
Properties=species:S:1:pos:R:3:mulliken_charge:R:1
Cu -0.353 0.258 -1.275 0.14
P 0.842 -0.358 -5.080 0.76
O -0.262 -0.764 -6.065 -0.76
O 2.199 -0.658 -5.641 -0.65
O 0.788 -1.449 -3.976 -0.50
O 0.683 1.061 -4.402 -0.75
C 3.561 3.702 2.172 -1.06
C 2.132 3.946 1.900 -0.30
O 1.815 3.340 0.638 -0.50
H 3.870 2.670 2.339 0.28
H 3.833 4.204 3.100 0.32
H 4.178 4.061 1.348 0.33
H 1.992 5.026 1.855 0.21
H 1.469 3.581 2.684 0.30
H 2.381 3.743 -0.025 0.27
C 5.832 -6.895 -1.077 -1.47
C 5.057 -5.659 -1.547 0.46
C 5.413 -4.385 -0.758 -0.75
O 4.741 -3.336 -1.430 -0.20
C 4.864 -2.026 -0.882 -0.81
N 5.324 -5.548 -2.913 -0.63
H 5.384 -7.803 -1.481 0.39
H 5.790 -7.121 -0.012 0.38
H 6.869 -6.843 -1.409 0.33
H 3.996 -5.886 -1.649 0.24
H 6.488 -4.214 -0.693 0.36
H 4.991 -4.509 0.239 0.38
H 4.695 -2.080 0.193 0.27
H 4.225 -1.387 -1.491 0.31
H 5.906 -1.736 -1.014 0.29
H 5.240 -6.457 -3.345 0.23
H 6.281 -5.310 -3.132 0.21
C -5.915 2.910 -1.279 -1.51
C -4.635 3.517 -1.757 0.52
C -3.847 4.230 -0.641 -0.72
O -4.704 5.144 0.038 -0.32
C -3.914 6.115 0.742 -0.79
N -3.755 2.408 -2.132 -0.59
H -5.789 2.038 -0.637 0.34
H -6.503 2.521 -2.111 0.40
H -6.550 3.631 -0.765 0.33
H -4.864 4.212 -2.565 0.17
H -3.182 4.831 -1.261 0.35
H -3.250 3.585 0.005 0.46
H -3.577 6.923 0.091 0.28
H -3.091 5.684 1.311 0.31
H -4.599 6.539 1.476 0.26
H -2.947 2.797 -2.598 0.24
H -4.218 1.840 -2.826 0.22
C -0.587 -2.116 3.069 -1.46
C -2.049 -2.054 2.632 0.55
C -2.860 -0.932 3.281 -0.86
O -4.182 -0.783 2.769 -0.32
C -4.766 0.435 3.233 -0.75
N -2.191 -1.923 1.169 -0.52
H -0.089 -1.306 2.536 0.35
H -0.089 -3.051 2.812 0.38
H -0.508 -1.997 4.150 0.34
H -2.504 -2.994 2.947 0.20
H -2.332 0.017 3.191 0.42
H -2.914 -1.133 4.351 0.32
H -4.149 1.278 2.922 0.30
H -4.943 0.458 4.309 0.29
H -5.721 0.659 2.758 0.28
H -1.819 -2.699 0.641 0.26
H -3.180 -1.953 0.970 0.18
```